No. 1
This record from the Open Molecules 2025 dataset describes a structure of composition C21H20IrN3O6S2. The level of theory is ωB97M-V with the def2-TZVPD basis set.

CARTESIAN COORDINATES (ANGSTROEM)
H1 3.2538 -1.7345 -3.8446
O1 -3.9680 -4.0457 -1.0055
C1 3.1426 5.0686 0.4715
C2 3.7036 3.8045 0.3927
H2 -2.8949 1.7263 -0.7403
H3 -2.3137 -4.4519 0.2107
O2 2.1797 -2.1046 -1.2414
C3 1.5130 2.8501 0.1029
C4 4.2741 -2.9124 1.2499
H4 -0.1207 4.2349 0.0959
C5 2.8919 2.6947 0.2100
H5 -1.9874 -4.3900 -1.5388
C6 -5.7527 -0.9997 -1.4265
C7 -2.5097 0.7122 -0.6696
S1 1.5266 -2.5217 -2.5085
H6 -5.0125 1.0214 -1.2764
H7 1.6924 -1.7760 -4.7116
C8 2.1905 -1.5147 -3.7810
C9 2.0985 -4.4595 0.6350
C10 -4.1597 -2.7467 -1.0305
S2 0.3499 -2.5481 1.6107
Ir1 0.1085 -1.2198 -0.3707
H8 2.8675 -1.6013 1.9563
H9 1.2219 -5.0337 0.3783
O3 0.0803 -2.0970 -2.3650
H10 2.0248 -0.4718 -3.5213
O4 1.2579 0.4833 -0.0645
C11 3.3635 -4.8998 0.3264
H11 -6.7542 -0.6755 -1.6718
H12 -2.9226 -5.7506 -0.8602
H13 5.0664 -2.2327 1.5239
C12 -3.1107 -1.7564 -0.7640
C13 -5.4607 -2.3333 -1.3458
N1 -1.2557 0.6039 -0.4155
O5 -1.9686 -2.1595 -0.4334
H14 3.4923 -5.8494 -0.1747
C14 -3.4618 -0.3660 -0.8827
C15 0.6650 1.6521 -0.0938
H15 4.7758 3.6823 0.4712
C16 4.4783 -4.1145 0.6396
C17 -2.6998 -4.6929 -0.7753
H16 1.3264 6.2144 0.4263
C18 1.9154 -3.2235 1.2491
H17 3.7783 5.9325 0.6150
H18 3.3200 1.7041 0.1402
H19 5.4813 -4.4344 0.4025
N2 -0.6133 1.8065 -0.2696
O6 1.6944 -3.8979 -2.8694
C19 1.7643 5.2274 0.3646
C20 0.9512 4.1240 0.1800
C21 -4.7493 -0.0266 -1.1985
H20 -6.2009 -3.1008 -1.5242
N3 3.0170 -2.5138 1.5399

Computed properties:
- E_HOMO (spin up / spin down): -10.9 / -10.9 eV
- ΔE to the lowest compared entry with this formula, charge and spin: 0.0 kJ/mol
- Net charge: +1
- E_LUMO (spin up / spin down): -0.11702 / -0.18937 hartree
- HOMO-LUMO gap (spin up / spin down): 0.28303 / 0.21215 Ha
- 2S+1: 6



No. 2
This record from the Open Molecules 2025 dataset describes a cluster of 2 separate species, ClFIPS in total in a non-equilibrium geometry. The level of theory is ωB97M-V with the def2-TZVPD basis set.

CARTESIAN COORDINATES (ANGSTROEM)
I1 -2.7205 -0.1978 -0.3401
F1 2.6261 -1.0451 -1.6971
S1 -0.0761 2.1489 0.5976
P1 -0.2723 0.2394 0.0626
Cl1 0.4427 -1.1454 1.3769

Computed properties:
- E_HOMO (spin up / spin down): -9.7 / -9.2 eV
- ΔE to the lowest compared entry with this formula, charge and spin: 489.7 kJ/mol
- Net charge: 0
- E_LUMO (spin up / spin down): -0.11429 / -0.15939 hartree
- HOMO-LUMO gap (spin up / spin down): 0.24290 / 0.17832 Ha



No. 3
This record from the Open Molecules 2025 dataset describes a structure of composition C28H44Cl2CsN9SSi. The level of theory is ωB97M-V with the def2-TZVPD basis set.

CARTESIAN COORDINATES (ANGSTROEM)
H1 -0.9493 4.3538 1.6029
C1 2.6489 -4.6727 5.2406
H2 3.3831 -7.0928 -1.7804
H3 -0.2462 2.6579 -4.4276
H4 1.5007 -6.4506 -0.4390
N1 1.9057 -1.0888 4.7371
H5 1.0943 -1.7953 2.8710
C2 2.6383 -2.3170 6.7042
H6 -4.4600 2.3742 0.7891
C3 1.0998 -3.1246 -1.0319
H7 4.6721 -1.8961 -0.3912
C4 0.7165 3.0131 -4.0804
C5 -0.9012 3.4125 1.0390
N2 0.3399 3.3082 0.2787
H8 -2.6201 -0.5893 1.8827
H9 0.2433 -5.7908 1.6123
H10 5.4960 0.7467 -1.7464
C6 0.1441 -3.7426 0.9843
H11 3.2766 -3.5105 8.3596
C7 1.3907 -4.8003 -4.3834
C8 2.2905 -3.4872 4.6288
H12 -4.1557 0.6908 0.3973
N3 -1.7488 -0.2500 -2.1023
C9 2.0501 0.1976 5.2304
Cs1 0.3297 0.2676 -0.0252
C10 2.2800 -2.3000 5.3588
H13 4.0354 -3.1544 -3.2492
Cl1 0.4376 4.5397 -3.2154
H14 -0.9363 2.5895 1.7552
H15 -4.0361 2.2201 -1.7222
C11 3.0018 -3.5021 7.3141
C12 1.5636 1.0245 4.2653
H16 2.0371 -3.5006 3.5781
H17 -2.8106 2.2405 2.6387
C13 -3.6742 1.5978 0.7692
H18 1.1300 3.0718 0.8686
H19 2.4910 0.4021 6.1877
C14 4.1300 0.7910 -0.1987
H20 -0.4206 -3.4147 1.8570
C15 3.0074 -4.6894 6.5865
H21 -1.9297 0.0822 3.2021
C16 1.5151 -4.4729 -1.2644
H22 1.5202 2.1007 4.2776
H23 5.7323 -1.7537 -1.8003
C17 -3.0441 1.7683 -1.5420
N4 1.1213 0.2912 3.1923
C18 1.2065 -5.4163 -0.2989
H24 1.8958 -5.2720 -5.2310
H25 1.2246 -3.7481 -4.6053
H26 -3.6401 -0.2921 -1.2586
N5 -2.2423 0.2732 2.2591
N6 3.2526 1.3054 0.3338
H27 -4.1469 1.1183 2.7801
H28 4.0097 -1.3234 -1.9025
N7 -2.6132 1.9726 -0.1565
H29 1.3798 3.2212 -4.9106
H30 -1.8525 3.7938 -0.8375
C19 0.5090 -5.0645 0.8555
C20 1.3359 -0.9542 3.5011
H31 -2.9238 3.9506 0.5470
H32 -1.2960 -0.0631 -2.9876
C21 -3.2376 1.3345 2.2026
H33 4.7089 -4.3289 -2.1053
C22 5.2492 0.1403 -0.8731
C23 4.1254 -4.2143 -3.0224
N8 3.6783 -6.9065 7.7251
C24 3.3802 -5.9198 7.2169
C25 2.7581 -6.8679 -2.6482
H34 2.6217 -1.4084 7.2873
H35 -3.6592 0.2372 -2.9185
H36 1.8372 -7.4497 -2.5626
S1 1.4704 -1.9165 -2.2458
Si1 2.4298 -5.0125 -2.8302
H37 -2.3370 2.2942 -2.1884
H38 0.5674 4.1641 -0.2100
H39 3.2875 -7.2306 -3.5330
C26 4.8972 -1.2951 -1.2725
C27 -2.1256 3.3273 0.1119
H40 2.6581 -5.5905 4.6690
H41 0.4178 -5.2831 -4.2637
H42 -1.6857 -1.2517 -1.9666
N9 0.4265 -2.7949 0.0893
H43 6.1143 0.1672 -0.2093
H44 4.6727 -4.7086 -3.8295
Cl2 1.4453 1.7824 -3.0515
C28 -3.0841 0.3024 -1.9853

Computed properties:
- E_HOMO: -6.6 eV
- Net charge: 0
- E_LUMO: -0.00375 hartree
- HOMO-LUMO gap: 0.23810 Ha



No. 4
This record from the Open Molecules 2025 dataset describes a structure of composition C25H21Cl2F2MnN2SSe in a non-equilibrium geometry. The level of theory is ωB97M-V with the def2-TZVPD basis set.

CARTESIAN COORDINATES (ANGSTROEM)
H1 -5.3022 0.0543 2.4584
Cl1 2.7600 1.3812 -3.3942
C1 2.2109 4.9624 -1.7206
C2 -0.3185 -1.1951 1.6659
C3 -2.2265 -1.0542 -1.0932
H2 -1.3324 1.3873 -1.8055
C4 3.1758 -0.6104 1.3146
C5 3.1483 -0.4181 -0.0456
C6 -5.5118 -0.7094 1.7062
H3 -4.1616 -2.9545 0.9611
C7 -2.7350 -2.1975 -0.4434
C8 -0.5549 -1.3211 3.0223
H4 6.4336 0.2563 0.3975
Cl2 0.2013 2.9684 1.1022
H5 2.6464 -0.9301 4.0322
N1 0.9004 -1.0072 1.1631
C9 -2.8350 0.1900 -0.8585
C10 2.2082 -1.9941 -2.0231
C11 2.6186 3.9409 -2.5683
C12 -2.3949 1.4290 -1.5850
H6 1.1290 5.4325 0.0844
H7 -2.9232 1.5100 -2.5402
C13 -3.7926 -2.0665 0.4542
H8 -1.1279 -1.2148 0.9553
C14 1.5375 2.2569 -1.1300
H9 -2.5640 -4.2912 0.0238
H10 -2.6091 2.3233 -0.9961
C15 1.4631 4.6541 -0.5894
F1 3.5528 -2.2016 -2.1454
C16 1.7856 -1.0211 3.3833
H11 -1.5656 -1.4665 3.3787
H12 -1.0689 -3.5601 -0.6100
C17 5.3855 0.0103 0.4889
C18 2.2947 2.6316 -2.2842
C19 1.1401 3.3465 -0.3103
H13 2.4652 5.9905 -1.9427
H14 0.3733 -1.3310 4.9610
H15 -5.6882 -1.6537 2.2223
S1 4.7383 -0.3631 2.0331
C20 0.5219 -1.2387 3.8920
H16 -4.3269 1.2496 0.2428
C21 1.9530 -0.8989 2.0021
C22 4.4552 -0.0558 -0.4990
Mn1 1.3343 -0.6442 -0.8696
H17 -6.4383 -0.4250 1.2011
N2 1.1581 1.0163 -0.8625
H18 3.1881 4.1555 -3.4633
F2 1.7525 -2.8513 -1.0076
C23 -3.8842 0.2750 0.0519
C24 -4.3747 -0.8358 0.7241
Se1 -0.7104 -1.2443 -2.2716
H19 -2.3837 -3.8978 -1.6998
H20 1.7604 -2.3536 -2.9474
H21 4.6948 0.1507 -1.5320
C25 -2.1564 -3.5656 -0.6841

Computed properties:
- E_HOMO (spin up / spin down): -3.7 / -4.1 eV
- Net charge: -1
- E_LUMO (spin up / spin down): 0.09466 / 0.09438 hartree
- HOMO-LUMO gap (spin up / spin down): 0.23218 / 0.24437 Ha
- 2S+1: 2



| no. | DFT total energy (hartree) |
| --- | --- |
| 1 | -2328.3243 |
| 2 | -1597.1958 |
| 3 | -3214.4068 |
| 4 | -6145.5005 |